Record 1
The following is a quantum chemistry calculation of a molecular structure, C23H22AuClNP, from the OMol25 dataset.

E_tot	-51182.7246	eV
multiplicity	3
orbital gap (alpha / beta)	0.3214 / 0.1634	hartree
total charge	+2

The geometry in XYZ format:
```
49
Properties=species:S:1:pos:R:3:lowdin_charge:R:1
Au 0.90530 -0.19001 1.55760 0.60
Cl 3.28163 -0.60889 1.98858 0.04
P -0.03689 0.00572 -0.63930 1.00
C -0.77735 1.53164 -1.29230 -0.36
C -1.99080 1.57205 -1.99612 -0.06
C -2.44390 2.77418 -2.52926 -0.04
C -1.75797 3.97197 -2.32591 -0.02
C -0.62076 3.93941 -1.51617 -0.05
C -0.12943 2.74355 -1.00514 -0.11
C 1.56545 -0.18588 -1.46995 -0.33
C 2.22483 -1.40404 -1.26316 -0.08
C 3.51776 -1.57920 -1.72987 -0.02
C 4.15176 -0.58147 -2.46763 0.05
C 3.45324 0.59714 -2.72532 0.02
C 2.15819 0.80163 -2.26372 -0.02
C -1.00580 -1.33456 -1.39232 -0.38
C -1.60874 -2.29472 -0.57354 -0.09
C -2.39876 -3.29266 -1.13531 -0.04
C -2.59814 -3.36291 -2.51378 -0.02
C -1.94894 -2.43511 -3.33137 -0.04
C -1.15632 -1.42837 -2.78177 -0.08
H 1.76574 -2.20553 -0.68822 0.12
H 4.01057 -2.51537 -1.50730 0.13
H 5.15768 -0.73430 -2.84588 0.14
H 3.89108 1.37380 -3.33436 0.14
H 1.64637 1.70921 -2.58697 0.12
H -2.61969 0.69630 -2.11170 0.11
H -3.34525 2.75739 -3.13108 0.12
H -2.07989 4.90394 -2.79571 0.13
H -0.08629 4.85659 -1.29219 0.12
H 0.72568 2.74616 -0.33709 0.11
H -1.47641 -2.21290 0.49954 0.09
H -2.90215 -3.99648 -0.48465 0.12
H -3.26389 -4.12348 -2.93072 0.13
H -2.09657 -2.46821 -4.40471 0.12
H -0.67276 -0.71195 -3.44197 0.12
H -2.75772 1.03899 1.81611 0.02
H -2.95837 0.32801 1.77254 0.02
C 0.54741 -0.08905 6.61247 -0.01
C 0.56106 1.12384 5.90479 -0.02
C 0.32612 1.10329 4.52392 -0.14
N 0.06900 -0.01917 3.83207 -0.08
C 0.07833 -1.17226 4.50456 -0.15
C 0.28954 -1.25893 5.89036 -0.02
H 0.64692 -0.10799 7.69289 0.13
H 0.76097 2.10953 6.31818 0.12
H 0.57713 1.93131 3.83705 0.11
H 0.16170 -2.02507 3.80805 0.11
H 0.25927 -2.27717 6.28573 0.12
```



Record 2
The following is a quantum chemistry calculation of a molecular structure, C23H22BrCuN3O4S, from the OMol25 dataset.

E_tot	-162386.2286	eV
multiplicity	2
orbital gap (alpha / beta)	0.1340 / 0.1623	hartree
total charge	-2

The geometry in XYZ format:
```
55
Properties=species:S:1:pos:R:3:lowdin_charge:R:1
Cu -0.47668 -0.34102 -0.00174 0.42
N 3.49355 -1.34876 -0.31154 0.14
C 3.65930 0.02743 -0.35368 -0.21
C 4.78199 0.81679 -0.50316 -0.07
C 4.59241 2.20031 -0.52246 -0.15
C 3.31330 2.74176 -0.39759 -0.12
C 2.18398 1.94251 -0.24787 -0.01
C 2.36498 0.56395 -0.22205 -0.22
N 1.44487 -0.45365 -0.06322 0.06
C 2.14688 -1.61070 -0.08818 -0.27
C 1.69355 -2.92606 0.05942 -0.36
C 2.49156 -4.09834 -0.05523 -0.44
S 1.48104 -5.49063 0.21036 0.83
C 0.12759 -4.42086 0.49964 -0.51
N 0.36911 -3.17069 0.39284 0.04
H 4.21078 -2.01664 -0.09096 0.13
H 5.77030 0.38167 -0.60083 0.09
H 5.44870 2.85571 -0.63189 0.08
H 3.18834 3.81807 -0.40596 0.09
H 1.19721 2.37829 -0.13167 0.08
H 3.40061 -4.20461 -0.62571 0.02
H -0.84516 -4.81778 0.75500 0.07
O -1.18205 1.74517 -1.31130 -0.04
C -2.14920 2.34376 -0.85014 -0.43
O -2.23766 2.92823 0.29311 -0.09
H -3.09378 2.43256 -1.41203 0.13
C -0.38726 2.96360 3.52067 -0.09
C -1.59803 3.01348 2.58645 -0.66
C -2.49575 1.79918 2.88220 -0.07
C -2.39221 4.29275 2.86475 -0.10
C -1.02839 3.03303 1.17181 -0.14
H -0.69230 3.07647 4.56741 0.07
H 0.31161 3.76215 3.26406 0.07
H 0.13438 2.00917 3.41675 0.08
H -2.80932 1.77259 3.93486 0.06
H -1.97356 0.86831 2.65066 0.07
H -3.39395 1.82421 2.26286 0.07
H -2.80356 4.29952 3.88194 0.06
H -3.22332 4.37883 2.16065 0.07
H -1.74599 5.16334 2.73147 0.06
H -0.49668 2.07414 1.02872 0.02
Br 0.12094 -3.68158 -5.74335 0.64
C -0.76904 -3.13158 -4.13936 -0.69
C -0.74883 -1.79786 -3.77907 -0.12
C -1.38961 -1.41089 -2.60739 -0.02
C -2.05206 -2.34585 -1.81861 -0.13
C -2.07496 -3.67489 -2.22449 -0.04
C -1.42046 -4.08467 -3.37619 -0.14
C -2.76826 -1.94897 -0.52877 -0.63
O -3.73943 -2.63844 -0.20352 -0.01
O -2.31257 -0.94331 0.09969 -0.09
H -0.23293 -1.06954 -4.38976 0.10
H -1.37052 -0.36744 -2.31069 0.09
H -2.61295 -4.38741 -1.61333 0.11
H -1.41048 -5.12484 -3.67359 0.09
```



The records above yield maximum force values of 1.977, 0.223 eV/Å, respectively.